# 1
Here is a cluster of 2 separate species, C17H38F3N3O9P2S in total from the OMol25 dataset. Energies are from wB97M-V/def2-TZVPD.

## Properties
HOMO-LUMO gap ... 9.06 eV
SMILES string ... CCOP(=O)(CC[C@H]1OS(=O)(=O)O[C@@H]1C[C@@H](O)C(F)(F)F)OCC.CN(C)P(=O)(N(C)C)N(C)C

```
73
Properties=species:S:1:pos:R:3:mulliken_charge:R:1
C 3.383 1.021 4.312 -0.378
C 4.014 -0.357 4.264 -0.388
O 4.636 -0.753 3.014 -0.443
P 4.117 -0.250 1.592 0.836
O 4.743 -1.104 0.568 -0.820
C 2.322 -0.338 1.392 -0.531
C 1.603 -1.328 2.311 -0.614
C 0.118 -1.368 1.891 1.521
O -0.589 -2.472 2.486 -0.476
S -1.023 -2.151 3.982 1.099
O 0.035 -2.586 4.828 -0.572
O -2.352 -2.548 4.263 -0.594
O -0.988 -0.547 3.879 -0.385
C -0.544 -0.170 2.568 -0.147
C -1.653 0.534 1.781 -0.477
C -2.002 1.858 2.473 -0.392
O -1.305 2.941 1.896 -0.610
C -3.506 2.172 2.465 0.730
F -3.885 2.823 1.366 -0.296
F -3.798 2.953 3.514 -0.293
F -4.265 1.082 2.588 -0.255
O 4.506 1.274 1.311 -0.315
C 5.889 1.609 1.566 -0.343
C 5.961 2.948 2.319 -1.122
H 3.282 1.278 5.369 0.431
H 2.368 1.060 3.916 -0.081
H 4.014 1.792 3.879 0.075
H 4.819 -0.371 4.999 0.386
H 3.328 -1.146 4.570 0.335
H 1.890 0.667 1.430 0.384
H 2.188 -0.668 0.360 0.394
H 2.052 -2.319 2.302 0.511
H 1.596 -0.925 3.322 -0.023
H 0.016 -1.280 0.812 -0.321
H 0.152 0.650 2.765 -0.001
H -2.515 -0.125 1.680 0.325
H -1.236 0.800 0.807 0.282
H -1.707 1.866 3.522 0.508
H -1.569 3.032 0.971 0.387
H 6.414 0.828 2.110 0.354
H 6.381 1.752 0.606 0.412
H 4.939 3.299 2.470 0.309
H 6.472 3.715 1.745 0.309
H 6.383 2.815 3.314 0.323
C -1.093 -2.077 -2.262 -1.302
N -2.373 -1.633 -2.770 0.323
C -3.426 -1.803 -1.779 -1.122
P -2.493 -0.120 -3.582 0.572
O -2.350 0.864 -2.460 -0.863
N -1.135 0.286 -4.524 0.217
C -0.156 -0.663 -5.004 -1.015
C -0.534 1.595 -4.296 -0.926
N -3.308 -0.779 -4.979 0.167
C -4.352 0.127 -5.491 -1.017
C -3.768 -2.162 -5.061 -0.938
H -1.200 -3.055 -1.786 0.424
H -0.673 -1.373 -1.527 0.411
H -0.371 -2.237 -3.059 0.234
H -4.403 -1.571 -2.216 0.373
H -3.288 -1.152 -0.907 0.169
H -3.464 -2.841 -1.443 0.394
H 0.622 -0.859 -4.256 0.361
H 0.337 -0.276 -5.900 0.368
H -0.616 -1.609 -5.292 0.242
H 0.138 1.600 -3.428 0.242
H -1.297 2.351 -4.133 0.305
H 0.037 1.890 -5.178 0.353
H -5.235 0.148 -4.844 0.328
H -4.662 -0.172 -6.492 0.373
H -3.958 1.145 -5.562 0.313
H -4.579 -2.402 -4.366 0.288
H -2.949 -2.855 -4.899 0.273
H -4.134 -2.330 -6.077 0.420
```

# 2
Here is a cluster of 12 separate species, C5H32NO13 in total from the OMol25 dataset. Energies are from wB97M-V/def2-TZVPD.

## Properties
HOMO-LUMO gap ... 9.52 eV
Net charge ... -1
Energy relative to the best compared isomer or geometry (same formula, charge and spin) ... 122.66 kcal per mole

```
51
Properties=species:S:1:pos:R:3:mulliken_charge:R:1
C -0.869 2.613 -1.940 -1.843
C -1.946 2.282 -0.824 1.189
C -3.382 2.682 -1.408 -1.537
C -1.753 3.320 0.296 -1.097
N 0.495 2.187 -1.485 -0.084
C 0.742 0.755 -1.393 0.283
O 0.220 -0.146 -2.143 -0.917
O 1.456 0.497 -0.359 -0.305
H -1.068 3.624 -2.215 0.570
H -1.135 2.096 -2.873 0.421
H -1.901 1.216 -0.494 0.191
H -3.184 3.420 -2.343 0.237
H -3.990 3.061 -0.739 0.561
H -3.792 1.764 -1.918 0.335
H -1.682 3.044 1.391 0.238
H -2.751 3.788 0.632 0.362
H -1.033 4.131 -0.124 0.231
H 0.723 2.717 -0.637 0.307
H 0.596 -1.800 -2.276 0.454
H 1.764 -2.583 -3.008 0.289
O 1.053 -2.677 -2.307 -0.656
H 2.418 1.970 1.403 0.351
H 2.500 3.113 2.498 0.269
O 2.682 2.239 2.348 -0.652
H 2.983 1.294 -2.505 0.358
H 2.451 -0.029 -2.832 0.348
O 3.246 0.455 -2.776 -0.738
H 0.881 -2.734 -0.215 0.269
H 1.502 -1.502 0.188 -0.039
O 1.224 -2.387 0.678 -0.372
H -0.998 -1.797 3.132 0.376
H -0.609 -2.416 1.962 0.389
O -0.812 -2.658 2.886 -0.715
H 1.578 -3.734 2.236 0.286
H 2.442 -2.513 2.656 0.326
O 2.403 -3.535 2.608 -0.637
H -3.050 -2.136 2.574 0.343
H -3.662 -1.479 1.265 0.301
O -3.747 -1.641 2.206 -0.632
H -1.124 -1.507 -0.495 0.217
H -0.518 -0.591 0.571 0.209
O -1.195 -1.292 0.411 -0.549
H 0.558 -4.398 0.871 0.319
H 1.578 -4.290 -0.240 0.380
O 1.108 -5.044 0.253 -0.668
H -2.688 0.602 2.203 0.401
H -1.424 0.570 1.324 0.211
O -1.756 0.869 2.313 -0.608
H 4.264 -0.206 -1.164 0.387
H 4.360 -0.860 0.216 0.302
O 4.844 -0.355 -0.410 -0.659
```

# 3
Here is a structure of composition C35H31IN2O6PPtS from the OMol25 dataset. Energies are from wB97M-V/def2-TZVPD.

## Properties
HOMO-LUMO gap (alpha / beta) ... 2.94 / 2.91 eV
Net charge ... +1

```
78
Properties=species:S:1:pos:R:3:mulliken_charge:R:1
Pt -0.175 0.435 -0.837 4.364
C -0.441 -6.555 0.234 -0.731
O -1.745 -6.085 0.511 -0.454
C -1.979 -4.771 0.443 0.856
C -3.307 -4.348 0.691 -1.046
C -3.635 -3.015 0.641 -1.144
C -2.696 -2.014 0.358 0.816
C -3.062 -0.609 0.330 0.464
C -4.518 -0.226 0.274 -1.848
O -2.247 0.320 0.335 -0.482
C -1.340 -2.435 0.086 -0.177
O -0.383 -1.663 -0.233 -1.030
C -1.028 -3.817 0.163 -0.190
H -0.488 -7.635 0.349 0.255
H 0.287 -6.142 0.940 0.271
H -0.147 -6.308 -0.791 0.315
H -4.048 -5.100 0.911 0.481
H -4.659 -2.745 0.848 0.297
H -5.124 -0.763 0.996 0.484
H -4.879 -0.439 -0.732 0.374
H -4.602 0.845 0.448 0.383
H -0.003 -4.074 -0.048 0.429
N 2.049 -0.618 -1.331 -0.391
C 2.994 -0.310 -0.335 0.750
C 4.354 -0.397 -0.625 -0.696
C 5.301 -0.241 0.370 -0.809
C 4.894 -0.038 1.680 -1.013
C 3.549 0.116 1.968 -0.443
C 2.588 0.052 0.961 0.094
P 0.837 0.487 1.247 0.451
C 0.670 2.107 2.057 0.833
C 1.520 2.596 3.044 -0.589
C 1.264 3.826 3.628 -0.728
C 0.156 4.566 3.250 -0.674
C -0.710 4.071 2.286 -0.963
C -0.452 2.851 1.688 -0.110
C 0.263 -0.705 2.499 0.627
C 0.815 -1.984 2.567 -0.648
C 0.343 -2.895 3.494 -0.721
C -0.680 -2.541 4.361 -0.604
C -1.228 -1.268 4.304 -0.801
C -0.762 -0.353 3.375 -0.608
H 1.448 -1.406 -1.084 0.077
H 2.486 -0.789 -2.232 0.313
H 4.656 -0.617 -1.639 0.425
H 6.350 -0.310 0.123 0.429
H 5.626 0.014 2.471 0.463
H 3.244 0.273 2.991 0.460
H 2.385 2.038 3.364 0.158
H 1.942 4.198 4.383 0.468
H -0.032 5.525 3.708 0.423
H -1.584 4.635 1.997 0.499
H -1.123 2.462 0.932 0.286
H 1.623 -2.256 1.902 0.403
H 0.779 -3.883 3.545 0.441
H -1.051 -3.256 5.080 0.441
H -2.016 -0.983 4.987 0.466
H -1.184 0.642 3.334 0.421
O -0.373 0.680 -7.116 -0.604
S -1.255 1.296 -6.174 1.128
O -2.456 1.895 -6.647 -0.582
N -1.558 0.285 -4.897 -0.706
C -0.952 0.647 -3.801 -0.049
O -1.083 0.050 -2.695 -0.797
C -0.096 1.832 -3.949 0.810
C 0.823 2.377 -2.906 0.962
C 1.277 3.760 -3.305 -0.631
C 1.071 4.296 -4.530 -0.939
C 0.355 3.608 -5.542 -0.379
C -0.227 2.417 -5.183 0.080
H 1.746 1.763 -2.872 0.102
H 1.826 4.319 -2.563 0.443
H 1.453 5.281 -4.750 0.403
H 0.240 4.009 -6.533 0.479
I -2.297 4.899 -2.994 -0.434
C 0.229 2.355 -1.489 -0.897
H 0.912 2.880 -0.815 0.586
H -0.729 2.885 -1.509 0.209
```

# 4
Here is the ion C5H6NS with charge +1 from the OMol25 dataset. Energies are from wB97M-V/def2-TZVPD.

## Properties
HOMO-LUMO gap (alpha / beta) ... 7.05 / 7.05 eV
Net charge ... +1
Energy relative to the best compared isomer or geometry (same formula, charge and spin) ... 179.29 kcal per mole

```
13
Properties=species:S:1:pos:R:3:mulliken_charge:R:1
C -1.796 -1.886 2.341 -0.404
C -1.448 -1.093 1.418 0.361
C 1.014 1.065 1.056 -0.458
C 0.604 0.328 -1.303 -0.545
C -0.820 -0.318 0.523 -0.258
N -0.536 -0.541 -0.886 -0.124
S 1.986 0.368 -0.069 0.089
H 0.436 1.969 0.878 0.368
H 1.146 0.725 2.119 0.373
H 1.020 -0.222 -2.235 0.382
H 0.212 1.345 -1.349 0.388
H -1.497 -0.243 -1.355 0.422
H -0.321 -1.497 -1.138 0.405
```

What did the third record say?
Here is a structure of composition C35H31IN2O6PPtS from the OMol25 dataset. Energies are from wB97M-V/def2-TZVPD.

## Properties
HOMO-LUMO gap (alpha / beta) ... 2.94 / 2.91 eV
Net charge ... +1

```
78
Properties=species:S:1:pos:R:3:mulliken_charge:R:1
Pt -0.175 0.435 -0.837 4.364
C -0.441 -6.555 0.234 -0.731
O -1.745 -6.085 0.511 -0.454
C -1.979 -4.771 0.443 0.856
C -3.307 -4.348 0.691 -1.046
C -3.635 -3.015 0.641 -1.144
C -2.696 -2.014 0.358 0.816
C -3.062 -0.609 0.330 0.464
C -4.518 -0.226 0.274 -1.848
O -2.247 0.320 0.335 -0.482
C -1.340 -2.435 0.086 -0.177
O -0.383 -1.663 -0.233 -1.030
C -1.028 -3.817 0.163 -0.190
H -0.488 -7.635 0.349 0.255
H 0.287 -6.142 0.940 0.271
H -0.147 -6.308 -0.791 0.315
H -4.048 -5.100 0.911 0.481
H -4.659 -2.745 0.848 0.297
H -5.124 -0.763 0.996 0.484
H -4.879 -0.439 -0.732 0.374
H -4.602 0.845 0.448 0.383
H -0.003 -4.074 -0.048 0.429
N 2.049 -0.618 -1.331 -0.391
C 2.994 -0.310 -0.335 0.750
C 4.354 -0.397 -0.625 -0.696
C 5.301 -0.241 0.370 -0.809
C 4.894 -0.038 1.680 -1.013
C 3.549 0.116 1.968 -0.443
C 2.588 0.052 0.961 0.094
P 0.837 0.487 1.247 0.451
C 0.670 2.107 2.057 0.833
C 1.520 2.596 3.044 -0.589
C 1.264 3.826 3.628 -0.728
C 0.156 4.566 3.250 -0.674
C -0.710 4.071 2.286 -0.963
C -0.452 2.851 1.688 -0.110
C 0.263 -0.705 2.499 0.627
C 0.815 -1.984 2.567 -0.648
C 0.343 -2.895 3.494 -0.721
C -0.680 -2.541 4.361 -0.604
C -1.228 -1.268 4.304 -0.801
C -0.762 -0.353 3.375 -0.608
H 1.448 -1.406 -1.084 0.077
H 2.486 -0.789 -2.232 0.313
H 4.656 -0.617 -1.639 0.425
H 6.350 -0.310 0.123 0.429
H 5.626 0.014 2.471 0.463
H 3.244 0.273 2.991 0.460
H 2.385 2.038 3.364 0.158
H 1.942 4.198 4.383 0.468
H -0.032 5.525 3.708 0.423
H -1.584 4.635 1.997 0.499
H -1.123 2.462 0.932 0.286
H 1.623 -2.256 1.902 0.403
H 0.779 -3.883 3.545 0.441
H -1.051 -3.256 5.080 0.441
H -2.016 -0.983 4.987 0.466
H -1.184 0.642 3.334 0.421
O -0.373 0.680 -7.116 -0.604
S -1.255 1.296 -6.174 1.128
O -2.456 1.895 -6.647 -0.582
N -1.558 0.285 -4.897 -0.706
C -0.952 0.647 -3.801 -0.049
O -1.083 0.050 -2.695 -0.797
C -0.096 1.832 -3.949 0.810
C 0.823 2.377 -2.906 0.962
C 1.277 3.760 -3.305 -0.631
C 1.071 4.296 -4.530 -0.939
C 0.355 3.608 -5.542 -0.379
C -0.227 2.417 -5.183 0.080
H 1.746 1.763 -2.872 0.102
H 1.826 4.319 -2.563 0.443
H 1.453 5.281 -4.750 0.403
H 0.240 4.009 -6.533 0.479
I -2.297 4.899 -2.994 -0.434
C 0.229 2.355 -1.489 -0.897
H 0.912 2.880 -0.815 0.586
H -0.729 2.885 -1.509 0.209
```